# 1
Entry from the OMol25 dataset: a cluster of 5 separate species, C4H2BCl16O7S in total (ωB97M-V/def2-TZVPD).

Summary:
HOMO-LUMO gap	7.17	eV
charge	-1

Geometry (Å):
O1 -1.219 -2.903 1.300
S1 -0.816 -2.177 0.034
O2 -1.811 -1.093 -0.267
O3 -0.863 -3.246 -1.184
O4 0.740 -1.595 0.344
O5 1.262 -0.889 -0.730
B1 2.704 -1.056 -0.631
O6 3.473 -0.445 0.424
O7 3.455 -1.872 -1.541
H1 4.109 -1.159 0.672
H2 3.064 -1.851 -2.434
C1 -1.854 1.616 -2.688
Cl1 -1.277 3.067 -3.544
Cl2 -2.358 0.393 -3.873
Cl3 -0.553 0.962 -1.683
Cl4 -3.237 2.049 -1.662
C2 -6.640 3.085 -4.024
Cl5 -7.614 4.163 -5.047
Cl6 -4.931 3.226 -4.474
Cl7 -6.844 3.543 -2.321
Cl8 -7.176 1.408 -4.253
C3 -0.251 -0.223 3.835
Cl9 1.085 -0.335 2.676
Cl10 -0.387 -1.750 4.731
Cl11 0.064 1.107 4.978
Cl12 -1.763 0.090 2.966
C4 5.927 -0.822 3.681
Cl13 4.638 0.359 3.978
Cl14 7.475 0.026 3.479
Cl15 6.039 -1.938 5.056
Cl16 5.559 -1.739 2.205



# 2
Entry from the OMol25 dataset: a cluster of 2 separate species, C2H2O4 in total (ωB97M-V/def2-TZVPD).

Summary:
energy above the lowest of the compared OMol25 structures with the same formula, charge and spin	16.7	kcal per mole
HOMO-LUMO gap	11.48	eV
SMILES	O=C=O.O=CO

Geometry (Å):
O1 2.200 0.207 0.621
C1 1.750 -0.338 -0.248
O2 1.078 -0.720 -1.057
O3 -0.680 1.503 -0.060
C2 -1.051 0.401 -0.267
O4 -1.315 -0.554 0.682
H1 -1.051 -0.126 -1.279
H2 -0.931 -0.373 1.609



# 3
Entry from the OMol25 dataset: a cluster of 7 separate species, C20H42Cl12FINO6P in total (ωB97M-V/def2-TZVPD).

Summary:
HOMO-LUMO gap	8.65	eV
SMILES	NP(O)CO[C@](F)(I)COCCOCOCCO.ClCCCl.ClCCCl.ClCCCl.ClCCCl.ClCCCl.ClCCCl

Geometry (Å):
N1 2.334 -0.147 1.106
P1 2.411 0.681 -0.456
O1 4.071 0.906 -0.722
C1 1.554 2.361 -0.102
O2 0.864 2.691 -1.321
C2 -0.400 3.234 -1.094
F1 -1.384 2.247 -0.906
I1 -0.944 4.207 -2.996
C3 -0.471 4.359 0.014
O3 -0.827 3.893 1.311
C4 -2.244 3.865 1.520
C5 -2.756 2.405 1.943
O4 -3.728 1.944 1.001
C6 -5.057 1.997 1.505
O5 -5.847 2.920 0.738
C7 -6.480 2.252 -0.361
C8 -7.731 1.379 0.039
O6 -8.284 0.828 -1.166
H1 1.702 -0.943 1.059
H2 1.989 0.522 1.804
H3 4.252 1.165 -1.637
H4 2.360 3.122 0.070
H5 0.892 2.181 0.782
H6 0.516 4.893 0.079
H7 -1.228 5.116 -0.344
H8 -2.860 4.171 0.638
H9 -2.473 4.530 2.406
H10 -3.078 2.358 3.013
H11 -1.846 1.738 1.861
H12 -5.145 2.331 2.569
H13 -5.474 0.953 1.444
H14 -5.709 1.678 -0.957
H15 -6.866 3.058 -1.051
H16 -8.477 1.970 0.636
H17 -7.452 0.503 0.701
H18 -7.605 0.247 -1.537
Cl1 7.390 -1.213 3.564
C9 5.668 -0.891 3.232
C10 5.385 0.582 3.050
Cl2 5.578 1.499 4.568
H19 5.083 -1.313 4.049
H20 5.417 -1.431 2.320
H21 4.357 0.722 2.721
H22 6.042 1.026 2.303
Cl3 4.217 1.640 -4.301
C11 3.097 1.848 -5.673
C12 1.766 2.427 -5.247
Cl4 0.805 1.300 -4.254
H23 2.976 0.883 -6.157
H24 3.584 2.524 -6.378
H25 1.167 2.658 -6.129
H26 1.897 3.346 -4.674
Cl5 4.306 -3.879 1.864
C13 5.153 -5.362 2.377
C14 6.653 -5.172 2.427
Cl6 7.357 -4.964 0.806
H27 4.872 -6.164 1.694
H28 4.778 -5.613 3.370
H29 7.121 -6.054 2.866
H30 6.927 -4.306 3.029
Cl7 -4.351 2.278 5.676
C15 -6.117 2.504 5.738
C16 -6.861 1.188 5.777
Cl8 -6.723 0.290 4.245
H31 -6.411 3.104 4.876
H32 -6.331 3.077 6.641
H33 -7.923 1.369 5.944
H34 -6.496 0.546 6.579
Cl9 0.536 -0.592 -8.232
C17 0.582 -2.184 -7.433
C18 0.572 -2.065 -5.925
Cl10 2.081 -1.363 -5.300
H35 1.466 -2.714 -7.786
H36 -0.300 -2.732 -7.766
H37 0.471 -3.053 -5.476
H38 -0.257 -1.447 -5.578
Cl11 1.826 -6.912 -2.718
C19 1.327 -6.803 -1.012
C20 2.496 -6.538 -0.090
Cl12 3.606 -7.928 0.007
H39 0.813 -7.728 -0.751
H40 0.610 -5.984 -0.943
H41 2.134 -6.351 0.922
H42 3.070 -5.669 -0.411



# 4
Entry from the OMol25 dataset: an isolated molecule of C19H31N5O2 (ωB97M-V/def2-TZVPD).

Summary:
energy above the lowest of the compared OMol25 structures with the same formula, charge and spin	1.2	kcal per mole
HOMO-LUMO gap	8.95	eV
SMILES	CCCCCCn1c(CN2CCCCC2)nc2c1c(=O)n(C)c(=O)n2C

Geometry (Å):
C1 4.376 1.939 -2.646
C2 3.766 0.655 -2.095
C3 2.944 0.871 -0.823
C4 1.688 1.727 -1.007
C5 0.600 1.067 -1.852
C6 -0.101 -0.099 -1.151
N1 -0.846 0.342 0.003
C7 -0.566 0.171 1.313
C8 0.630 -0.534 1.854
N2 0.881 -1.796 1.177
C9 -0.204 -2.744 1.379
C10 0.006 -3.967 0.493
C11 1.340 -4.628 0.824
C12 2.453 -3.594 0.700
C13 2.146 -2.387 1.581
N3 -1.476 0.716 2.106
C14 -2.384 1.267 1.275
C15 -2.026 1.053 -0.047
C16 -2.836 1.508 -1.134
O1 -2.636 1.362 -2.325
N4 -3.968 2.190 -0.674
C17 -4.849 2.694 -1.716
C18 -4.345 2.432 0.640
O2 -5.357 3.043 0.916
N5 -3.510 1.945 1.622
C19 -3.839 2.140 3.017
H1 4.958 2.444 -1.878
H2 5.035 1.714 -3.482
H3 3.607 2.620 -3.000
H4 3.148 0.189 -2.864
H5 4.573 -0.044 -1.861
H6 3.583 1.353 -0.078
H7 2.659 -0.106 -0.429
H8 1.276 1.964 -0.022
H9 1.966 2.674 -1.471
H10 -0.156 1.808 -2.118
H11 1.025 0.691 -2.783
H12 -0.811 -0.547 -1.851
H13 0.609 -0.855 -0.812
H14 0.465 -0.658 2.937
H15 1.511 0.102 1.719
H16 -1.145 -2.252 1.121
H17 -0.264 -3.056 2.437
H18 0.005 -3.652 -0.552
H19 -0.817 -4.668 0.641
H20 1.525 -5.467 0.152
H21 1.312 -5.014 1.846
H22 3.412 -4.023 0.994
H23 2.528 -3.264 -0.338
H24 2.932 -1.636 1.468
H25 2.123 -2.697 2.641
H26 -5.684 3.200 -1.241
H27 -4.298 3.383 -2.356
H28 -5.203 1.862 -2.326
H29 -4.175 1.200 3.458
H30 -2.951 2.481 3.546
H31 -4.634 2.880 3.074



Which value of HOMO-LUMO gap does entry 3 give? 8.65 eV